1.
Computed, not measured: a cluster of 2 separate species, C5H14 in total, with ωB97M-V/def2-TZVPD.

```
19
Properties=species:S:1:pos:R:3:forces:R:3:mulliken_charge:R:1
C -1.54510 2.09224 0.03718 -3.12 2.37 -0.82 -0.78
C 1.63510 -2.09977 -0.50237 -0.33 2.17 0.51 -0.95
C 0.89019 -1.75472 0.81427 -1.42 0.38 -0.76 -0.40
C -1.54191 1.62386 -1.43107 1.55 -2.52 -1.24 -0.81
C 0.88288 -0.28229 1.26002 2.07 0.08 1.61 -0.51
H 1.80424 0.19307 0.86731 -0.74 0.33 -0.18 0.30
H -0.20151 -1.81487 0.57064 0.74 -1.32 0.40 0.24
H 2.73222 -1.77405 -0.47484 -1.49 -0.73 -0.13 0.29
H 1.46021 -3.15439 -0.61369 0.49 -0.46 -0.63 0.32
H -1.50435 0.48956 -1.53664 -0.22 0.95 0.86 0.20
H 1.13442 -0.31039 2.35404 -0.66 0.38 -0.67 0.32
H -2.36059 1.79615 -2.15843 0.07 0.86 1.10 0.34
H -2.59806 2.07296 0.39616 0.31 -0.49 -0.21 0.23
H -1.40520 3.18931 0.21097 0.62 -0.75 -0.65 0.26
H 1.07476 -1.51191 -1.28793 0.97 -0.79 0.37 0.20
H -0.60760 1.79782 -2.01625 -0.46 0.67 0.67 0.28
H -0.04239 0.32467 1.10953 1.19 -1.02 -0.10 -0.21
H 1.21739 -2.46305 1.60492 -0.53 0.60 -0.32 0.35
H -1.02470 1.58580 0.79620 0.95 -0.71 0.20 0.32
```
Positions in Å, forces in eV/Å.

structure (SMILES): CCC.CC
E_tot: -5410.6373 eV
energy above the lowest of the compared OMol25 structures with the same formula, charge and spin: 32.57 kcal/mol
E_HOMO: -10.980 eV
gap between HOMO and LUMO: 12.08 eV

---

2.
Computed, not measured: the molecule C3H3NO, with ωB97M-V/def2-TZVPD.

```
8
Properties=species:S:1:pos:R:3:forces:R:3:mulliken_charge:R:1
O 0.38848 1.40669 -0.17560 -0.20 4.60 0.39 -0.08
N 1.37877 0.57646 -0.00580 3.28 -0.45 -1.44 -0.30
C -0.48184 -0.51998 0.03935 -3.08 -2.75 -1.05 -0.31
C -0.76033 0.83620 -0.11472 -2.26 -5.06 1.15 -0.02
C 0.91915 -0.62968 -0.07496 -1.55 1.10 1.89 -0.24
H -1.24102 -1.46032 0.10991 1.90 2.79 -0.18 0.22
H 1.58915 -1.39521 0.16052 0.68 -1.26 -0.13 0.38
H -1.79237 1.18583 0.06131 1.23 1.03 -0.63 0.35
```
Positions in Å, forces in eV/Å.

structure (SMILES): c1cnoc1
E_tot: -6694.3225 eV
energy above the lowest of the compared OMol25 structures with the same formula, charge and spin: 50.03 kcal/mol
E_HOMO: -9.806 eV
gap between HOMO and LUMO: 10.84 eV

---

3.
Computed, not measured: a structure of composition C7H11O6Pr, with ωB97M-V/def2-TZVPD.

```
25
Properties=species:S:1:pos:R:3:forces:R:3:mulliken_charge:R:1
Pr 0.22019 2.18432 1.16678 -1.69 0.46 2.37 1.85
O 0.91749 0.16735 -3.35106 -0.26 1.69 0.73 -0.31
O -2.14632 3.37517 4.46641 0.95 0.33 -1.43 -0.26
O -0.67254 1.91634 3.58561 1.43 -0.68 -1.53 -0.72
O 0.77712 -0.66055 -1.32854 -0.45 0.26 1.20 -0.29
O 0.82681 -2.01173 -3.11512 -0.71 0.95 -0.32 -0.20
O -1.39758 3.61488 2.40086 1.23 -0.27 -2.17 -0.70
C 0.98980 1.38781 -2.37836 0.10 -0.35 -1.89 -0.24
C 0.77591 -0.85331 -2.59870 1.27 -0.81 -0.71 0.78
C -1.37296 2.96505 3.48742 -1.27 -0.13 1.44 1.11
C 1.25128 0.72436 -1.06323 -0.28 0.58 1.04 -0.58
C 0.60176 -4.39061 -3.17651 -0.02 -0.11 -0.20 -1.23
C -2.03888 2.73731 5.73997 -0.04 -0.59 1.01 -0.62
C 0.51998 -3.17957 -2.28981 -0.01 -0.73 0.73 -0.17
H 1.60229 -4.48996 -3.61503 -0.25 0.00 0.13 0.33
H -2.62755 3.35117 6.42726 0.05 -0.23 -0.28 0.23
H -1.00597 2.69896 6.10454 -0.18 0.09 -0.31 0.31
H -0.48223 -3.03096 -1.87127 0.21 -0.01 -0.12 0.33
H 2.33180 0.59924 -0.90047 -0.21 0.03 -0.03 0.44
H 1.77502 2.01053 -2.81126 0.26 -0.22 0.37 0.30
H 0.39408 -5.28033 -2.56845 0.06 0.21 -0.17 0.39
H -0.14093 -4.33355 -3.98186 0.20 -0.06 0.21 0.34
H -2.43615 1.71824 5.67309 0.03 0.29 0.09 0.30
H 0.07941 1.98141 -2.52247 -0.26 -0.70 0.02 0.30
H 1.25816 -3.20158 -1.47982 -0.16 -0.01 -0.17 0.31
```
Positions in Å, forces in eV/Å.

total charge: +2
2S+1: 3
E_tot: -33772.7899 eV
⟨S²⟩: 2.0422
E_HOMO (spin up / spin down): -17.078 / -17.178 eV
gap between HOMO and LUMO (spin up / spin down): 6.73 / 8.10 eV

---

4.
Computed, not measured: a structure of composition C40H60Cl4CsN7P2SSi, with ωB97M-V/def2-TZVPD.

```
116
Properties=species:S:1:pos:R:3:forces:R:3:mulliken_charge:R:1
Cs -1.68358 0.91371 -1.50740 -0.04 0.00 0.49 1.12
Cl -1.28987 3.48292 5.11099 -0.20 0.31 0.02 -0.22
Cl 3.98226 1.00082 -6.12805 -0.30 -0.01 -0.23 -0.18
Cl 2.84773 -0.13020 -8.60957 0.02 0.29 0.01 -0.21
Cl -2.04207 5.13916 0.10265 -0.09 -0.03 -1.90 -0.05
S -2.06279 2.67725 2.10618 0.08 0.28 -0.24 0.01
P 3.10643 2.66101 1.75567 -0.88 -0.14 0.74 0.00
P 0.08968 -0.78824 1.73300 -0.33 -0.72 0.49 0.80
Si -3.01117 -3.92378 5.08428 0.05 -0.41 0.33 0.42
N -1.85831 -2.37091 -1.46420 -1.55 1.29 3.73 0.22
N -0.96554 -2.61326 -3.59641 0.37 1.94 -0.56 -0.82
N 6.52023 -0.56129 -1.69419 1.03 0.54 -0.39 -0.69
N -0.72532 -1.36929 -3.56587 -0.25 -1.12 -0.87 0.64
N 0.41484 1.13915 -3.72058 -0.83 0.31 -2.30 0.40
N 1.92468 -0.69447 -1.61705 0.33 -0.41 -0.12 0.46
N -4.34883 -0.25553 -0.34161 -0.88 -0.70 2.26 -0.51
C -1.88801 6.06255 4.41253 -0.88 -2.95 -1.70 -0.79
C -0.50402 -0.34193 3.44683 0.51 -0.81 0.59 -0.73
C 0.83912 -2.42400 2.16896 -0.21 -0.13 -0.52 -1.28
C -0.36020 1.29695 -6.10399 -1.41 -1.97 -0.69 -1.26
C 2.15194 4.19672 1.36053 -2.03 -2.00 -1.72 -0.55
C -1.30111 -5.09194 -0.99355 -0.47 1.72 0.77 -0.84
C -0.63781 3.42049 -3.76138 0.24 -0.70 0.55 -0.06
C -4.87708 -1.57086 1.81850 0.29 -1.95 0.59 -0.07
C -2.00759 4.32253 2.60943 -0.22 0.66 0.94 -0.67
C 0.45813 2.54145 -3.65442 1.65 0.23 1.83 -0.32
C 4.55629 -1.95503 -1.13316 0.71 -0.38 -0.60 0.05
C 1.64160 4.40588 -2.60816 2.21 -1.21 0.31 -0.53
C -3.56480 -5.36232 6.34206 -1.13 1.27 -4.23 -1.33
C 1.63360 1.53613 1.42350 -0.18 0.70 0.02 0.25
C -2.22689 7.04058 3.52323 0.60 1.49 0.27 -0.43
C -1.30370 -0.68542 -7.18849 -0.31 -0.53 0.62 -0.78
C -0.61977 4.66445 -3.16935 -1.67 1.39 -0.29 -0.60
C 6.09857 -1.76761 -1.05522 -0.21 -1.88 -0.22 -0.75
C 2.50973 0.84639 -7.14666 0.65 0.73 -0.35 0.49
C -1.78915 4.70596 3.96527 0.17 1.05 -0.74 0.25
C 0.53673 5.17184 -2.62309 -1.71 1.34 0.00 -0.47
C -1.10354 -4.46375 -2.20737 0.75 -1.50 1.14 -0.27
C -0.94024 0.65312 -7.22094 0.02 1.49 -0.11 -0.36
C -0.15636 0.60877 -4.84802 0.04 -0.16 0.33 -0.04
C 2.37687 -1.74119 -2.54505 0.97 -0.35 1.73 -0.28
C 1.64643 3.09870 -3.04533 -1.40 -0.76 -1.45 -0.71
C -2.17355 6.78097 2.15490 -0.31 0.48 0.32 -0.62
C -1.78761 -4.30937 0.07472 -0.09 1.04 -2.14 0.30
C -2.17719 5.47470 1.74587 0.99 -0.90 1.01 0.49
C -1.31353 -3.10548 -2.33205 1.34 -2.17 -2.73 0.06
C -1.19939 -1.37077 -5.98220 1.19 0.89 -0.67 -0.34
C -2.10103 -2.97138 -0.27430 -0.14 -1.06 0.45 0.04
C -1.11277 -3.76773 5.46254 -2.05 3.72 -1.16 -1.21
C 3.93560 -1.89893 -2.53830 -0.35 0.48 -0.26 -0.83
C 1.69963 0.02577 1.75400 1.74 1.40 0.27 -0.47
C -0.60917 -0.77274 -4.84261 -0.52 0.23 -0.05 0.28
C -3.36324 -4.10638 3.33421 -1.14 -0.28 -0.75 -0.78
C -3.83796 -2.40546 5.87465 0.00 -0.30 -0.10 -1.13
C -4.63637 -0.74320 0.68476 1.34 0.82 -3.04 0.39
C 2.95436 2.78367 3.65444 1.70 -0.35 -1.15 -1.04
H -2.06480 7.63547 1.47582 -0.50 -0.63 -0.03 0.31
H -1.06750 -6.11642 -0.87976 0.18 -0.96 0.15 0.46
H 1.09444 -1.04954 -1.17474 -0.34 0.12 0.33 -0.15
H 0.34277 -0.45826 4.15087 -0.15 -0.10 -0.27 0.40
H 0.85792 2.09847 1.96320 -0.19 -0.68 0.27 -0.14
H -1.50764 -2.39027 -6.04917 -0.22 -0.52 0.81 0.47
H -2.68581 -4.78351 2.81056 0.19 -0.05 0.13 -0.01
H -0.22181 2.33293 -6.18316 0.49 1.27 0.09 0.65
H -1.22132 1.23430 -8.15629 0.72 -0.53 1.29 0.26
H 1.54053 -2.31424 2.99809 -0.31 -0.11 0.28 0.49
H -0.55081 -3.19018 4.71072 -0.20 -0.61 -0.14 0.13
H 4.23193 -2.91354 -0.69044 0.06 0.62 0.43 0.32
H -1.56223 3.02801 -4.10093 -0.81 -0.32 -0.53 0.69
H 2.65795 5.03556 1.66917 1.24 2.10 0.62 0.57
H -3.47441 -1.47320 5.45488 0.02 0.22 -0.13 0.32
H 2.56528 4.76109 -2.18856 0.26 0.35 0.20 0.41
H 0.04072 -3.12996 2.34215 -0.20 -0.29 0.57 0.14
H 1.97712 4.22465 0.25319 0.44 0.12 0.76 -0.13
H 2.44820 -0.42870 1.07814 -0.75 -0.08 -0.13 -0.12
H 2.14897 -0.19007 2.75589 -0.35 0.58 -0.36 0.50
H 4.16052 -2.74755 -3.18224 0.19 -0.52 0.24 0.31
H 1.31441 1.74958 0.37645 0.50 -0.55 0.32 0.03
H -4.59031 -5.61433 6.05853 -0.26 0.42 0.91 0.31
H 3.34665 3.77443 3.95031 -0.39 -0.47 0.04 0.41
H -4.41479 -4.35289 2.94407 1.19 0.37 0.80 0.33
H 6.46212 -1.70922 -0.02701 -0.54 0.15 0.29 0.33
H 1.96026 2.57810 3.97137 -0.98 0.25 0.31 0.23
H 1.88641 -2.66810 -2.18685 0.48 0.12 -0.34 0.31
H 1.79287 0.25838 -6.59194 -0.18 0.48 0.09 -0.40
H -2.40205 8.06892 3.88165 0.24 -0.53 -0.22 0.28
H -0.60820 -5.06421 -2.94071 -0.06 0.19 -0.87 0.40
H 4.37354 -1.06966 -3.11241 -0.28 0.19 0.25 0.24
H -4.02438 -2.29648 2.13335 -0.69 0.58 -0.79 -0.42
H 3.60415 2.00210 4.08352 -0.14 0.35 -0.03 0.30
H -0.70969 -4.66341 5.66703 1.72 -3.29 0.55 0.55
H 1.41354 -2.86064 1.35493 0.07 0.24 -0.41 0.30
H -1.31998 -0.97682 3.85450 0.36 0.20 -0.69 -0.13
H 1.64148 0.13838 -2.10574 -0.12 0.27 -0.47 -0.21
H -5.76832 -2.20558 1.62524 0.46 0.48 0.33 0.26
H 1.10878 4.21565 1.75384 0.70 -0.18 0.20 0.07
H 6.65815 -2.66818 -1.38733 -0.28 0.52 -0.53 0.39
H -4.91978 -2.45280 5.75165 -0.16 0.05 -0.16 0.29
H -1.56721 5.31624 -3.10320 1.48 -1.23 -0.31 0.26
H -1.92864 6.14404 5.44068 0.23 0.73 2.03 0.44
H 0.47436 6.16636 -2.21535 0.37 0.15 0.24 0.35
H 6.38065 -0.50853 -2.69100 -0.02 -0.54 -0.22 0.31
H -4.94352 -1.02182 2.72302 -0.60 0.78 0.80 0.29
H -1.78223 -1.19815 -8.02398 0.21 0.33 0.08 0.36
H -1.00028 -3.12755 6.32691 -0.11 0.06 0.69 0.34
H 4.23029 -1.05623 -0.62131 -0.88 -0.28 0.49 -0.19
H 2.08634 -1.59196 -3.55472 -0.51 0.28 -1.05 0.07
H -3.65802 -2.39040 6.94496 0.13 0.03 0.32 0.31
H 2.52170 2.44977 -3.02255 -0.13 0.25 0.26 0.37
H -2.01637 -4.67100 1.05601 -0.06 -0.05 0.27 0.07
H -0.80857 0.68241 3.52931 -0.34 0.65 -0.29 0.00
H -2.66316 -2.43607 0.46593 0.15 0.60 0.15 -0.33
H -3.26963 -5.04508 7.25456 0.23 0.59 3.34 0.28
H 2.21964 1.89693 -7.45323 0.07 -1.59 0.48 0.25
H -3.04053 -6.18391 5.99188 1.48 -1.81 -0.37 0.37
H 5.90546 0.13751 -1.34488 -0.33 1.05 0.42 0.27
```
Positions in Å, forces in eV/Å.

total charge: -2
E_tot: -140811.0797 eV
E_HOMO: -1.539 eV
gap between HOMO and LUMO: 4.87 eV

---

- What is the formula in the third record?
  C7H11O6Pr

---

- Which of these has the lowest E_tot?
  C40H60Cl4CsN7P2SSi

---

- Which value of E_tot does entry 4 give?
  -140811.0797 eV